*A*
Formula: C2H5NOS
Source: the Open Molecules 2025 dataset
Level of theory: ωB97M-V with the def2-TZVPD basis set

Bonds (Å) are listed after each position.
Atoms and positions in Å:
1 C 1.76313 0.00044 0.15562  H3 1.078, H4 1.128, H5 1.105, S10 1.778
2 C -0.90017 0.53123 -0.25350  H6 1.100, N8 1.269, S10 1.767
3 H 1.73880 0.28497 1.19556  C1 1.078
4 H 2.60608 -0.72569 -0.02770  C1 1.128
5 H 1.95872 0.89124 -0.46844  C1 1.105
6 H -0.61591 1.58844 -0.36428  C2 1.100
7 H -1.95316 -1.42844 0.12103  O9 0.987
8 N -2.16109 0.43370 -0.14938  C2 1.269, O9 1.339
9 O -2.68809 -0.76936 0.11127  H7 0.987, N8 1.339
10 S 0.25170 -0.80652 -0.32017  C1 1.778, C2 1.767

Values from the calculation:
spin multiplicity = 1
SMILES = CS/C=N\O
HOMO-LUMO gap = 9.7 eV
LUMO level = 0.669 eV

=====

*B*
Formula: C2H5NOS
Source: the Open Molecules 2025 dataset
Level of theory: ωB97M-V with the def2-TZVPD basis set

Bonds (Å) are listed after each position.
Atoms and positions in Å:
1 C -0.72031 0.70720 1.39613  C2 1.316, H6 1.144, H7 1.036
2 C 0.29647 1.50575 1.14844  C1 1.316, H8 1.010, H9 1.141
3 N 0.17548 -2.55631 -2.20843  S5 1.497, H10 1.068
4 O 0.78530 -0.28979 -1.15428  S5 1.477
5 S 0.82168 -1.76565 -1.11409  N3 1.497, O4 1.477
6 H -1.47384 0.87444 2.23990  C1 1.144
7 H -1.01663 0.00650 0.69359  C1 1.036
8 H 0.80866 1.30453 0.30106  C2 1.010
9 H 0.56080 2.39222 1.81591  C2 1.141
10 H -0.23761 -2.17890 -3.11823  N3 1.068

Values from the calculation:
spin multiplicity = 1
HOMO-LUMO gap = 9.3 eV
LUMO level = -0.685 eV

=====

Most stable to least stable: *A*, *B*